Entry 1:
48
Properties=species:S:1:pos:R:3 method="wB97M-V/def2-TZVPD" smiles=Cc1ccc(C2(c3noc(CN(C)CCO)n3)CCCC2)cc1 spin_multiplicity=1 gap_ev=9.59 fmax_ev_per_a=1.16 e_above_lowest_kj_mol=308.25
C 3.369 -0.020 -1.110
C -0.760 -1.180 -0.486
H 2.777 -2.540 -0.973
H 3.867 -1.187 1.228
C -2.904 1.912 0.372
H -3.784 1.751 -2.803
H 2.299 -0.267 -1.207
C -1.740 1.111 -0.226
C -0.431 1.600 0.286
H -3.152 1.600 1.383
H 0.073 -3.137 -0.686
H -1.611 2.396 -1.956
C -1.772 -0.386 0.049
C -1.924 1.375 -1.730
O 1.062 2.410 1.551
H 3.615 0.712 -1.883
N 0.752 1.426 -0.377
C 3.313 -0.255 1.300
H 3.593 0.250 2.223
H -1.349 0.693 -2.352
H 4.260 -1.440 -2.454
C -0.725 -2.541 -0.264
C 4.202 -1.280 -1.368
C 3.115 1.926 0.303
H -2.595 2.957 0.430
H -0.706 -4.929 1.170
C -2.720 -2.377 1.022
H 3.403 2.509 -0.576
H -1.766 -5.179 -0.212
H 2.239 -0.492 1.338
C -1.661 -4.644 0.731
H -3.499 -2.835 1.614
C -3.430 1.219 -1.921
C -2.753 -1.008 0.806
N 3.667 0.591 0.174
H -3.671 0.162 -2.045
C -4.062 1.756 -0.625
O 3.708 -2.439 -0.743
H 0.015 -0.714 -1.077
H -3.561 -0.441 1.238
H 5.213 -1.138 -0.981
H -2.460 -4.958 1.398
C 1.628 1.932 0.438
H -4.552 2.714 -0.793
N -0.278 2.191 1.436
H -4.816 1.063 -0.252
C -1.708 -3.165 0.497
H 3.536 2.396 1.196

Entry 2:
48
Properties=species:S:1:pos:R:3 method="wB97M-V/def2-TZVPD" smiles="CCCCn1nc2cc(C(=O)NCC3CC3)ccc2c1OCC" spin_multiplicity=1 gap_ev=8.32 fmax_ev_per_a=1.16 e_above_lowest_kj_mol=278.47
O 3.833 1.842 1.072
O -3.505 1.401 -0.261
H -4.027 -2.718 2.384
H -3.127 2.721 1.281
C -3.368 -1.146 -1.441
C 5.873 -0.849 -0.623
C 7.078 -1.153 0.215
C -0.964 1.231 -0.183
C -4.039 -1.823 -0.244
C -2.285 0.849 -0.446
H -5.077 4.159 0.702
C 1.822 1.202 -0.028
C -3.123 -2.844 0.425
H -4.328 -1.056 0.477
C -0.199 0.117 -0.674
H 3.519 0.241 -1.615
N 4.011 0.717 -0.878
C 1.065 2.289 0.477
H -5.417 3.144 -0.708
N -0.993 -0.828 -1.179
H 5.396 -2.480 0.819
C -3.549 2.717 0.267
C 1.203 0.115 -0.591
H 5.686 -1.494 -1.474
H 1.742 -0.753 -0.938
H 7.618 -0.323 0.644
N -2.234 -0.360 -1.035
H -0.840 3.167 0.798
H 5.314 -0.814 1.519
C -0.296 2.322 0.405
C -5.004 3.154 0.297
H -2.194 -2.357 0.726
C 5.708 -1.450 0.742
H -2.865 -3.622 -0.296
H -5.584 2.476 0.917
C -3.784 -3.476 1.643
H -4.704 -3.984 1.360
H 5.877 0.978 -1.768
H -2.957 3.390 -0.366
C 3.303 1.282 0.131
H -3.119 -4.203 2.103
H 1.612 3.100 0.933
H 7.710 -1.979 -0.076
H 5.786 1.207 -0.001
C 5.451 0.587 -0.836
H -2.994 -1.894 -2.143
H -4.949 -2.316 -0.592
H -4.080 -0.485 -1.943

Entry 3:
49
Properties=species:S:1:pos:R:3 method="wB97M-V/def2-TZVPD" smiles="CCCc1cc(=O)[nH]c(SCC(=O)c2cc(C)n(CCC)c2C)n1" spin_multiplicity=1 gap_ev=8.49 fmax_ev_per_a=0.88 e_above_lowest_kj_mol=10.46
H -1.381 1.536 -1.122
C -4.048 0.345 0.716
H 1.330 -2.213 -3.200
C 0.845 1.679 -0.891
C -1.202 -1.380 -1.380
H 1.055 -2.555 -0.748
H 3.802 0.266 -1.537
C 3.259 0.729 -0.714
N 0.768 1.502 1.949
H -4.712 1.065 1.187
H -0.992 -1.947 -2.286
C 2.879 -3.563 -2.553
H 3.760 -3.556 -1.916
H -2.799 -0.980 3.663
C -1.573 0.343 2.545
H -3.503 0.624 3.352
C 2.202 -2.199 -2.542
H -0.999 3.604 -0.659
C 1.129 3.065 -0.600
C -0.425 1.054 -1.065
C -0.468 -0.446 2.454
C 0.815 0.109 2.117
C -3.669 -0.750 1.703
H 2.200 -4.330 -2.189
O 1.866 -0.485 1.983
C -0.213 -0.286 -1.186
N -1.527 1.675 2.263
C 1.794 0.652 -0.924
H -4.572 -1.255 2.052
H 3.186 -3.826 -3.562
H 2.890 -1.443 -2.926
S -0.307 3.936 1.621
H -3.040 -1.494 1.209
H -1.192 -2.070 -0.536
C -0.389 2.192 1.967
H 3.526 0.213 0.209
H 3.557 1.771 -0.642
C 1.763 -1.815 -1.125
N 1.139 -0.519 -1.084
H -2.197 -0.952 -1.463
H 0.140 4.965 -0.435
H -4.554 -0.079 -0.149
H -0.511 -1.506 2.647
H -3.161 0.874 0.381
C -0.064 3.920 -0.205
C -2.921 -0.189 2.921
H 1.643 1.973 1.737
O 2.247 3.551 -0.584
H 2.625 -1.804 -0.454

Entry 4:
54
Properties=species:S:1:pos:R:3 method="wB97M-V/def2-TZVPD" smiles="COCCCNC(=O)CN1C(=O)COc2ccc(S(=O)(=O)N3CCOCC3)cc21" spin_multiplicity=1 gap_ev=9.26 fmax_ev_per_a=0.93 e_above_lowest_kj_mol=4.28
C 2.428 -4.254 1.018
O -3.013 4.387 -0.051
C 3.025 -3.045 -0.914
H 3.605 -3.902 -1.290
H -0.694 1.324 1.418
H -0.125 2.070 -3.579
C 2.702 -0.555 -1.277
H -2.027 2.440 -1.888
C -4.274 0.230 0.523
H 4.535 -1.554 -0.720
H 2.637 -0.727 0.801
C -3.031 -2.839 1.914
C -3.368 -0.723 0.974
S -1.994 3.575 0.551
H -5.269 -0.095 0.267
H -3.272 -3.871 1.648
C 3.672 -1.736 -1.362
H 1.918 -0.647 -2.032
H -3.327 -2.671 2.964
C 0.037 2.195 -2.508
C -3.888 1.553 0.395
N 2.042 -0.518 0.013
C 0.725 -0.787 0.128
H 4.019 -1.833 -2.390
C -1.526 -2.645 1.829
O -3.789 -2.011 1.062
C 0.503 3.985 -0.378
C 1.590 3.128 -1.031
O 3.003 -3.077 0.500
H 0.078 1.211 -2.021
H 2.946 -5.143 0.643
O 1.279 2.857 -2.378
C -1.097 3.007 -1.876
O -1.402 4.015 1.782
N -1.128 -1.359 1.634
C -2.048 -0.360 1.289
O -0.748 -3.561 1.998
H 0.799 -2.001 1.896
O -0.057 -0.766 -0.799
C -1.685 0.975 1.186
H 2.537 -4.203 2.100
H 2.548 3.651 -1.040
C -2.602 1.907 0.744
H 1.365 -4.327 0.767
H 0.445 4.958 -0.886
H 0.693 4.142 0.683
H -4.565 2.311 0.036
H 0.561 -0.269 2.238
C 0.292 -1.088 1.567
H -1.242 3.951 -2.420
H 1.684 2.184 -0.473
H 3.240 0.384 -1.444
N -0.739 3.258 -0.500
H 2.002 -3.126 -1.310